Here is a single C4H7NO2 molecule from the Open Molecules 2025 dataset. Energies are from ωB97M-V/def2-TZVPD.

Properties
Energy above the lowest of the compared OMol25 structures with the same formula, charge and spin, eV: 2.7918
HOMO level, eV: -9.8591
E, eV: -9844.488
E_LUMO, eV: 0.933
Structure (SMILES): O=C[C@]1(CO)CN1
Strongest force on any atom, eV Å⁻¹: 0.76

```
! wB97M-V def2-TZVPD RIJCOSX def2/J DEFGRID3
* xyz 0 1
O -1.22 1.60 0.80
C -0.92 0.89 -0.13
C -0.02 -0.31 0.03
C 1.22 0.06 -0.77
O 1.13 1.49 -0.93
C -0.77 -1.55 0.36
N 0.06 -0.88 1.36
H -1.31 1.05 -1.15
H 1.22 -0.35 -1.78
H 2.15 -0.23 -0.27
H 1.19 1.93 -0.07
H -0.46 -2.55 0.07
H -1.85 -1.41 0.42
H -0.50 -0.29 1.98
*
```